127
Properties=species:S:1:pos:R:3:forces:R:3 method="wB97M-V/def2-TZVPD" e_lumo_ev="-2.8 / -2.8" e_above_lowest_ev=1.4107 homo_lumo_gap_ev="5.92 / 5.92" charge=+1 multiplicity=2
Ru 0.80507 0.54619 0.71271 1.529 1.918 0.907
Se 2.25960 4.77220 1.81688 0.016 0.673 -0.059
Ge 2.42394 7.38752 -0.06983 -0.035 -0.182 0.433
Cl -0.86217 1.01675 3.14312 -0.376 0.176 0.133
Cl 2.28300 -0.88184 7.10428 -0.011 0.063 0.036
Cl -0.56317 -0.54157 5.82850 0.024 -0.086 0.000
Cl 4.35598 2.20770 3.18950 0.042 -0.073 -0.109
Cl 4.70357 0.61235 5.83490 0.041 -0.035 -0.016
S 0.19674 -2.58377 1.58526 0.639 0.766 0.198
S -1.68083 -3.14687 -0.49486 0.617 1.034 0.475
S 3.00809 0.10906 0.15912 -1.261 0.036 -0.169
S -1.57297 -0.47257 -1.29780 0.418 0.259 0.676
O 1.55771 2.14509 2.10729 -0.152 -2.110 -0.493
N 1.00816 2.13894 -0.59238 -0.371 0.430 -0.523
N -1.32014 -2.89980 0.98075 -0.327 -0.673 -0.105
N 0.67976 -1.21944 1.68351 -0.165 -0.769 0.273
N -1.02020 0.17434 -0.10149 0.396 -0.462 -0.446
N -1.25263 -2.07476 -1.55032 -0.557 -0.315 -0.253
C -1.01286 0.12284 -2.88181 -0.036 -0.264 -0.105
C -4.14103 -3.48954 0.69162 0.179 0.179 0.095
C 1.75849 1.49738 3.23932 -0.123 0.026 0.419
C 4.06703 0.96367 -2.21201 -0.147 -0.002 0.057
C 0.48563 7.27392 -0.35865 0.083 0.134 -0.258
C -1.11037 -4.54498 4.88000 0.008 -0.004 0.010
C 0.59231 0.04284 -4.65195 0.037 0.048 0.042
C 1.18152 -3.21223 4.00895 0.031 0.123 -0.036
C 0.10132 3.09662 -0.73499 0.128 -0.221 0.233
C 0.11817 -0.45448 -3.44990 -0.051 -0.043 0.040
C 2.02421 2.04118 -1.51067 0.022 0.130 -0.224
C -5.49733 -0.17193 -2.25173 -0.075 -0.026 -0.123
C 4.09295 1.75829 -3.37196 0.045 0.000 -0.057
C 3.02911 -5.18200 -0.82828 0.027 0.016 -0.026
C 3.01136 1.40618 3.89094 -0.209 0.099 -0.265
C -0.17670 -5.99339 -2.91035 0.076 -0.084 -0.058
C 1.13360 -3.75885 5.27950 0.056 -0.044 0.047
C 0.67780 0.88372 3.90951 0.162 0.065 -0.078
C -0.91989 3.29312 0.33977 -0.075 -0.002 -0.056
C -3.85530 0.22136 -0.03952 0.091 -0.019 0.072
C -1.06759 -4.66573 -1.14327 -0.095 -0.258 -0.349
C 1.91320 -3.09200 -0.44144 -0.133 0.015 -0.024
C 2.07665 0.04849 5.66707 0.068 -0.037 0.022
C 2.07472 2.86026 -2.66004 0.072 -0.179 0.161
C 0.82011 0.16719 5.08354 -0.082 0.049 -0.007
C -0.91827 -7.03193 -0.86683 -0.002 -0.085 0.021
C -3.33298 -0.21085 -1.25011 -0.049 -0.111 -0.227
C -1.07630 -4.00370 3.60254 0.141 0.029 -0.015
C 1.54475 -4.96409 1.05363 0.036 0.011 -0.021
C -5.36422 -3.96178 -1.76814 -0.048 0.011 -0.071
C -0.00793 -4.42112 5.71381 -0.016 0.000 -0.015
C -6.03718 0.25847 -1.04648 0.049 0.013 0.092
C -6.10388 -4.02188 -0.59249 0.047 0.000 0.008
C -1.28250 -5.79754 -0.36525 -0.047 0.159 0.129
C 3.16387 0.69137 5.07577 -0.103 -0.008 0.017
C -5.49306 -3.79101 0.63106 -0.093 0.017 0.044
C 2.72607 6.68999 1.75174 0.108 -0.032 -0.258
C 1.05336 3.81476 -2.82418 -0.032 0.094 -0.006
C 2.77600 -3.86682 -1.19842 0.005 -0.058 0.015
C -0.54049 -4.74802 -2.42178 0.094 0.209 0.070
C -4.13743 -0.41140 -2.36266 0.047 -0.100 -0.007
C 1.30834 -3.65106 0.67396 -0.298 -0.215 0.026
C -4.01616 -3.66183 -1.72340 0.133 0.040 -0.036
C 0.09457 3.93282 -1.87040 -0.047 0.207 -0.099
C -1.16517 1.69333 -4.67213 0.001 0.020 -0.005
C 2.41673 -5.72835 0.29202 -0.010 -0.056 0.015
C -0.35469 -7.12920 -2.13416 -0.083 0.048 -0.004
C 0.07197 -3.34544 3.18565 -0.318 -0.122 -0.172
C 3.43430 6.18229 -1.24233 -0.049 0.169 -0.121
C -3.42352 -3.41597 -0.49021 -0.255 -0.227 -0.004
C 3.11918 2.69052 -3.59284 0.072 0.041 -0.108
C -1.64625 1.21014 -3.46440 0.018 0.015 0.101
C -0.05831 1.10505 -5.26789 -0.001 0.020 -0.011
C -5.21798 0.45380 0.05918 -0.065 -0.006 -0.076
C 1.14054 4.94696 3.40049 0.013 -0.024 -0.015
C 3.05011 1.09097 -1.29368 0.249 -0.069 0.049
C 3.03453 9.24525 -0.23049 -0.028 -0.103 -0.145
H 1.98586 -3.65989 5.93809 -0.019 0.024 -0.024
H -1.72599 -5.69594 0.61967 0.033 -0.081 -0.013
H 0.36087 5.67998 3.20008 -0.031 -0.040 0.037
H -0.06777 -8.09813 -2.52185 -0.011 0.021 0.001
H -5.84156 -4.14940 -2.72103 0.015 0.004 0.015
H -7.10006 0.45035 -0.96836 0.030 -0.010 -0.020
H -0.40906 -3.84351 -3.00200 0.001 -0.069 -0.030
H 2.46856 9.89976 0.43309 0.013 -0.040 0.017
H -3.70443 -0.73819 -3.30131 -0.049 -0.010 0.027
H -3.18439 0.37173 0.79765 -0.043 0.007 -0.012
H 0.24538 -6.07907 -3.90320 0.004 0.032 0.024
H 1.06510 -5.37961 1.93176 0.026 -0.010 -0.033
H -1.40652 4.26175 0.22886 0.043 -0.005 -0.006
H -3.64024 -3.28749 1.62927 -0.070 -0.017 0.000
H 0.22202 7.52814 -1.38887 -0.017 -0.020 0.058
H 2.89560 9.59980 -1.25416 0.017 0.005 0.042
H 3.15546 5.14862 -1.03757 -0.032 -0.029 0.000
H 3.25690 -3.44370 -2.07166 0.011 0.013 0.042
H -6.07072 -3.84482 1.54445 0.021 0.013 -0.009
H 0.69270 3.98018 3.61939 -0.005 0.010 -0.014
H -7.16065 -4.25199 -0.63361 0.025 -0.016 0.009
H 1.74615 5.27373 4.24313 -0.007 -0.035 0.007
H 4.84726 0.23558 -2.02502 0.017 0.036 -0.049
H 2.12030 7.22449 2.48406 -0.001 -0.020 -0.035
H 3.13743 3.31393 -4.47937 -0.001 0.003 0.041
H 0.14275 6.26279 -0.14541 0.016 -0.031 0.053
H -0.03036 7.97045 0.30458 0.020 -0.020 -0.005
H 4.09367 9.32800 0.01610 -0.028 -0.008 0.013
H -0.03696 -4.83308 6.71431 -0.012 -0.014 -0.025
H -1.92279 -4.06961 2.93610 -0.028 -0.079 0.043
H 1.71582 -2.05804 -0.69074 0.076 -0.001 -0.020
H 1.47020 -0.39672 -5.10698 -0.011 0.011 0.010
H -1.68025 2.51164 0.29672 -0.009 -0.008 0.000
H 4.89309 1.63115 -4.09044 0.008 0.003 0.044
H -0.43288 3.24308 1.31206 -0.012 0.001 0.017
H 3.77466 6.79034 2.03166 -0.033 0.058 0.073
H -1.66134 2.53012 -5.14660 0.020 -0.015 0.001
H -3.41836 -3.61537 -2.62674 -0.072 -0.017 -0.018
H -1.07929 -7.92227 -0.27325 0.025 0.026 0.006
H -1.99769 -5.06299 5.22000 0.006 0.035 0.017
H 2.05281 -2.66687 3.66454 -0.011 -0.023 0.016
H 2.61908 -6.75374 0.57524 0.013 0.034 0.005
H 0.60038 -1.28864 -2.95559 0.030 0.032 -0.061
H 0.30138 1.47693 -6.21907 0.009 0.010 0.036
H 1.06247 4.46473 -3.69225 -0.030 -0.055 -0.011
H -0.69209 4.66814 -1.97121 0.020 0.042 0.097
H 3.72027 -5.78183 -1.40770 -0.039 0.007 0.002
H -6.13965 -0.31718 -3.11171 0.031 0.010 0.028
H -5.63738 0.80063 0.99470 0.015 -0.024 -0.015
H 3.25326 6.39176 -2.29907 0.025 -0.024 0.031
H 4.50305 6.29082 -1.04730 -0.033 0.014 -0.022
H -2.50666 1.66427 -2.98784 0.040 0.031 -0.049